Entry 1:
Here is C4H5NO in the gas phase at a distorted geometry from OMol25. Energies are from ωB97M-V/def2-TZVPD.

Properties
energy above the lowest of the compared OMol25 structures with the same formula, charge and spin = 309.1 kJ/mol
HOMO = -0.33141 hartree
frontier orbital gap = 9.73 eV
net charge = 0
SMILES string = C=COCC#N
total energy = -285.29686 Ha

```
11
Properties=species:S:1:pos:R:3:forces:R:3
O -0.23604 0.78300 -0.44036 2.253 1.511 0.542
N 2.51902 -1.19965 -0.14283 1.436 -1.962 -0.271
C -1.83264 -0.83360 -0.29916 0.517 -0.102 6.243
C -0.87421 -0.01870 0.37576 -4.584 -4.790 -1.919
C 1.13313 0.88340 -0.00211 -1.109 3.509 -4.812
C 1.93563 -0.23927 -0.26534 -0.340 -0.435 -0.204
H 1.31293 1.05121 0.99583 -0.365 1.069 2.541
H -0.50400 -0.06236 1.40747 -0.446 -0.383 -0.344
H 1.39222 1.76387 -0.67422 0.666 -0.899 1.316
H -2.27343 -0.52788 -1.17151 -0.069 0.755 -2.579
H -2.57261 -1.60002 0.21647 2.040 1.728 -0.512
```
Positions in Å, forces in eV/Å.

Entry 2:
Here is a molecular structure, C29H37F4N4O3S4Se2Si4Ti from OMol25. Energies are from ωB97M-V/def2-TZVPD.

Properties
multiplicity = 2
energy above the lowest of the compared OMol25 structures with the same formula, charge and spin = 112.0 kJ/mol
HOMO (spin up / spin down) = -0.08757 / -0.08764 hartree
frontier orbital gap (spin up / spin down) = 5.72 / 4.41 eV
net charge = -2
<S²> = 0.779
total energy = -10374.77339 Ha

```
88
Properties=species:S:1:pos:R:3:forces:R:3
Se 3.84868 1.24639 -0.49047 -0.097 0.068 0.063
Se 0.72300 1.67905 2.19288 0.215 0.077 -0.106
Ti 1.33589 0.98174 -0.15173 0.262 -0.017 0.500
S 1.74696 5.52727 -2.36755 0.086 0.028 0.003
S 1.28684 3.41918 -0.26194 -0.006 0.092 -0.084
S 1.86672 3.51245 -4.51328 0.103 0.004 -0.008
S 1.37643 1.25940 -2.59135 -0.001 -0.047 0.011
Si -2.40639 3.50856 0.63531 0.049 0.010 0.054
Si -2.53907 -0.26822 0.82407 0.034 -0.003 -0.016
Si -2.29035 1.44378 -2.49125 0.140 -0.021 -0.015
Si -1.48046 1.53757 -0.28054 0.178 -0.050 -0.084
F 2.78760 -3.23577 -0.24603 -0.020 0.047 0.062
F 3.49963 -5.35012 1.09334 0.145 -0.031 0.109
F -0.25110 -7.68709 -0.63358 -0.107 -0.133 -0.025
F -0.98545 -5.52307 -1.89751 -0.179 -0.033 -0.115
O 2.09249 6.10957 -4.91790 0.183 -0.019 0.036
O 2.21985 -0.70941 1.18209 -0.159 0.045 0.112
O 5.14258 1.81905 4.16692 -0.044 -0.024 -0.017
N 4.18882 -8.06087 2.47675 -0.042 0.032 -0.018
N 0.80298 -10.08741 0.99524 0.034 0.068 0.003
N 0.62336 -0.80930 -0.76575 -0.183 -0.229 -0.417
N -0.38802 -3.19961 -4.31294 0.031 0.001 0.067
C 0.14547 -5.47204 -1.18304 0.167 0.084 0.100
C -2.59415 -1.82523 -0.23509 -0.034 -0.008 0.073
C 2.40468 1.35187 3.18985 -0.094 -0.034 0.059
C -4.34058 0.20637 1.18158 0.020 -0.020 0.024
C 4.71367 0.58880 3.59998 0.035 -0.023 -0.009
C -0.01267 -3.13497 -3.22229 -0.065 -0.040 -0.118
C 0.53454 -6.60759 -0.50541 0.123 0.120 0.038
C 0.56388 -1.85527 -1.29949 -0.199 0.008 -0.191
C 3.24758 -7.92688 1.81499 0.125 -0.049 0.058
C 3.63062 0.74025 2.51108 0.065 0.026 -0.017
C 1.96501 5.23353 -4.10204 -0.385 0.011 -0.033
C 0.45580 -3.07411 -1.88750 0.134 0.082 0.135
C 0.86802 -4.28237 -1.15055 -0.033 -0.130 -0.005
C 2.38664 -5.46071 0.34933 -0.121 -0.068 -0.041
C 1.34975 -9.06616 0.98091 -0.074 -0.205 0.021
C 1.68081 -6.67690 0.30858 0.007 0.123 -0.056
C 1.56540 3.85273 -1.89451 0.000 -0.043 -0.009
C -1.80857 -0.77216 2.48289 -0.036 -0.024 -0.020
C 3.37201 -0.67389 2.01531 0.128 -0.020 0.076
C -1.70859 -0.01139 -3.53191 -0.058 0.007 -0.045
C -2.40125 3.46112 2.52380 -0.059 0.102 -0.053
C -4.17548 1.24593 -2.52816 0.017 -0.054 -0.041
C -1.61648 5.13374 0.09550 -0.009 0.015 0.056
C 2.00006 -4.34156 -0.35274 -0.002 0.022 -0.019
C -1.84795 3.07361 -3.34697 -0.081 -0.011 -0.005
C 2.08249 -7.86004 1.01945 -0.025 0.103 -0.022
C -4.21687 3.74708 0.11978 0.025 0.041 0.024
C 4.21456 1.65140 1.40549 0.022 0.002 0.041
C 1.61918 2.92625 -2.88476 0.041 -0.005 0.032
H -4.60542 4.59719 0.69261 -0.020 -0.023 -0.022
H -2.81770 -1.63482 -1.28538 -0.013 0.013 0.028
H -1.38829 3.48509 2.92862 -0.054 0.016 -0.051
H -2.62234 3.82256 -3.15427 0.027 0.013 0.017
H -2.19053 5.95226 0.54480 -0.002 0.007 -0.038
H 4.24400 -1.03135 1.45935 -0.028 0.000 -0.037
H 2.69142 2.32650 3.58022 -0.008 0.008 0.024
H -1.65139 -2.37506 -0.19468 -0.087 0.038 -0.001
H -4.29317 4.00411 -0.94034 0.016 -0.034 0.035
H 3.20335 -1.34027 2.86857 -0.015 0.001 -0.010
H -1.65972 5.24641 -0.99104 0.028 -0.006 -0.002
H 5.56972 0.04966 3.17105 -0.019 -0.003 0.013
H -4.45952 0.26588 -2.13224 0.020 0.042 -0.016
H -0.62992 -0.14399 -3.59494 -0.091 0.041 0.035
H -4.49954 1.28100 -3.57438 -0.019 -0.002 0.021
H -1.77509 2.93729 -4.43001 -0.012 0.012 0.011
H -0.57509 5.22857 0.40322 -0.097 -0.007 0.020
H -2.41037 -1.59677 2.88048 0.018 -0.003 0.015
H -0.89557 3.47591 -2.99329 -0.086 -0.042 -0.019
H -2.14319 -0.95030 -3.18313 0.033 0.019 -0.015
H 5.30761 1.60964 1.45247 -0.005 -0.001 -0.001
H -4.72491 2.00642 -1.97606 0.019 0.043 0.024
H 5.39373 2.40438 3.44443 0.017 0.006 -0.015
H 2.12366 0.73358 4.04528 -0.006 -0.058 -0.040
H -2.89152 2.56343 2.90609 0.002 -0.021 0.002
H -1.81789 0.04718 3.20378 -0.005 0.000 -0.013
H -2.95249 4.33215 2.89482 0.010 -0.011 0.043
H 3.91059 2.68435 1.58223 -0.016 0.006 -0.036
H -4.88556 0.51232 0.28614 0.038 -0.012 0.001
H -4.84773 -0.66861 1.60228 -0.012 0.026 0.010
H -2.07581 0.14474 -4.55361 0.009 -0.014 0.028
H -4.40316 1.01643 1.91297 -0.012 -0.016 -0.033
H 4.32557 -0.00100 4.43250 0.005 0.012 -0.006
H -3.37771 -2.48135 0.15820 0.022 -0.019 -0.008
H -0.77447 -1.10879 2.38663 -0.036 0.012 -0.030
H 2.17753 -1.56674 0.73370 0.103 0.101 -0.099
H -4.85771 2.88742 0.31410 0.018 -0.021 0.000
```
Positions in Å, forces in eV/Å.

Entry 3:
Here is a molecular structure, C7H19N4OS at a distorted geometry from OMol25. Energies are from ωB97M-V/def2-TZVPD.

Properties
multiplicity = 3
HOMO (spin up / spin down) = -0.39740 / -0.45066 hartree
frontier orbital gap (spin up / spin down) = 8.11 / 7.77 eV
net charge = +1
<S²> = 2.009
total energy = -970.11281 Ha

```
32
Properties=species:S:1:pos:R:3:forces:R:3
S 0.53685 -0.40509 -1.13337 1.224 0.623 0.594
O -2.03663 0.65192 -2.50905 -0.465 -0.322 0.499
N -1.72375 0.31767 1.43111 -1.046 -0.006 0.765
N 0.07150 0.95832 3.20986 -2.420 0.774 -3.797
N -1.70640 0.29620 -1.36561 -1.386 2.669 -0.577
N 1.37193 2.24695 1.81499 1.195 1.586 -2.390
C 0.52157 1.16680 1.65916 -0.237 -2.519 0.409
C 0.84944 0.06378 4.00122 -0.273 0.632 3.603
C -0.80015 1.27913 0.89281 -0.879 0.116 -3.311
C -0.38887 -2.78903 -3.27036 -1.152 -3.279 1.845
C -0.58118 1.04375 -0.78693 1.630 -0.656 1.220
C 0.89359 -2.04189 -3.13316 1.804 0.512 -2.643
C 0.58550 -0.55040 -2.96541 1.082 0.597 0.295
H 1.99291 2.23898 0.98244 -0.138 0.515 0.954
H -0.41960 -0.41629 -3.40045 0.739 0.567 0.152
H -0.95576 0.73098 3.02317 0.849 -0.894 0.541
H -1.50226 -0.60754 1.18261 1.460 -1.616 -0.197
H 0.82134 3.11413 1.77831 0.541 -0.077 0.007
H -1.24481 2.29108 0.91317 0.204 -0.341 0.380
H -0.71719 -2.99593 -4.30657 -0.336 1.159 0.530
H -1.17300 -2.39919 -2.48295 1.143 -0.761 -1.966
H -2.69090 0.23428 1.12592 -0.061 1.611 -0.209
H 1.09098 0.28000 1.10197 -1.003 1.327 2.167
H -0.16806 1.99154 -1.30311 -1.341 -1.498 0.583
H 0.27352 -0.09783 4.96568 0.532 -0.425 -1.235
H -0.19942 -3.90500 -2.98369 -0.319 1.818 -0.020
H 1.14552 -0.83721 3.52048 -0.143 -0.589 -0.512
H 0.00215 1.94373 3.50028 0.765 -0.603 0.588
H 1.48652 -2.11203 -4.14232 -0.861 -0.097 1.877
H 1.70789 0.60161 4.37840 0.561 0.003 -0.373
H 1.54737 -2.44730 -2.34821 -0.151 0.221 -0.206
H 1.40939 0.15385 -3.35040 -1.519 -1.047 0.429
```
Positions in Å, forces in eV/Å.